Record 1
Density functional theory data (wB97M-V/def2-TZVPD) for a gas-phase ion, C12H12NO2 (charge -1).

Calculated values
- energy above the lowest of the compared OMol25 structures with the same formula, charge and spin (kcal per mole) = 173.4
- gap between HOMO and LUMO (spin up / spin down) (eV) = 5.915 / 6.567
- total charge = -1
- E (a.u.) = -669.4444

Geometry as XYZ:
```
27
Properties=species:S:1:pos:R:3:nbo_charge:R:1
C -3.284 1.102 -0.627 -0.2895
C -2.350 2.129 -0.354 -0.2229
C -2.798 -0.225 -0.556 -0.2085
C -1.135 1.862 0.229 -0.2002
C -1.564 -0.496 0.052 -0.2919
C -0.751 0.511 0.485 -0.0888
C 1.250 -1.818 -0.811 -0.1966
C 0.994 -2.069 0.471 -0.1680
C 2.070 0.651 -0.641 0.1838
C 1.345 -0.438 -1.331 -0.5670
C 0.793 -1.111 1.647 -0.4975
C 0.345 0.272 1.317 -0.2717
N 3.223 0.684 -0.049 0.3355
O 3.504 1.055 1.120 -0.5139
O 4.127 0.559 -0.951 -0.5447
H -4.271 1.383 -0.909 0.1902
H -2.736 3.082 -0.497 0.1865
H -3.584 -1.001 -0.546 0.1918
H -0.472 2.766 0.236 0.2163
H -1.143 -1.470 -0.014 0.2163
H 1.169 -2.559 -1.609 0.1988
H 0.716 -3.013 0.797 0.1795
H 1.767 -0.372 -2.341 0.2324
H 0.355 -0.049 -1.407 0.2534
H -0.109 -1.499 2.169 0.1950
H 1.571 -1.066 2.436 0.2382
H 0.967 1.131 1.684 0.2435
```

Record 2
Density functional theory data (wB97M-V/def2-TZVPD) for 3 unconnected molecules or ions with the total composition C38H59N4O11PS3.

Calculated values
- energy above the lowest of the compared OMol25 structures with the same formula, charge and spin (kcal per mole) = 319.4
- SMILES = C#CCCC[C@@]1(CCCSC(=S)N2CCOCC2)NC(=O)[C@@](CCN)(C[C@@H](C)OCc2ccccc2)[C@]1([PH2]=N)S(C)(=O)=O.C[C@@H]1COC(=O)O1.C[C@@H]1COC(=O)O1
- gap between HOMO and LUMO (eV) = 7.589
- total charge = 0
- E (a.u.) = -4065.2472

Geometry as XYZ:
```
116
Properties=species:S:1:pos:R:3:lowdin_charge:R:1
C -4.177 0.779 -3.875 0.0443
C -3.176 0.559 -3.031 -0.1130
C -1.978 0.422 -1.934 -0.1841
C -0.508 0.434 -2.674 -0.2146
C 0.580 1.124 -1.706 -0.1263
C 2.031 0.444 -1.615 -0.3316
C 2.925 0.953 -2.861 -0.1388
C 2.363 0.599 -4.335 -0.2318
C 1.796 1.903 -5.141 -0.4725
S 1.017 1.422 -6.774 0.7804
C -0.836 1.338 -6.630 -0.9720
S -1.502 -0.180 -6.248 0.6329
N -1.782 2.465 -6.827 -0.2110
C -2.384 2.486 -8.197 -0.1635
C -3.724 3.442 -8.090 -0.1577
O -3.641 4.162 -6.819 -0.2177
C -2.363 4.903 -6.750 -0.1357
C -1.136 3.803 -6.649 -0.1750
N 2.664 1.282 -0.491 0.0685
C 3.207 0.495 0.638 -0.3276
O 4.212 0.832 1.343 0.0306
C 2.261 -0.865 0.667 -0.2599
C 3.243 -1.844 1.524 -0.1159
C 2.613 -3.277 1.921 -0.2524
N 2.838 -3.469 3.423 -0.0351
C 0.924 -0.264 1.364 -0.0761
C 0.509 -0.855 2.798 -0.3007
C -0.059 0.421 3.678 -0.0517
O -0.490 -1.946 2.739 -0.1803
C -1.824 -1.432 2.507 -0.1918
C -2.746 -2.694 2.012 -0.1050
C -2.180 -4.062 1.483 -0.0246
C -3.269 -5.179 1.100 -0.0674
C -4.843 -4.939 1.261 -0.0808
C -5.401 -3.544 1.772 -0.0600
C -4.326 -2.447 2.147 -0.0198
C 2.246 -1.037 -0.984 -0.3764
P 0.840 -2.338 -1.169 0.8024
N 0.749 -2.955 -2.679 -0.2979
S 3.695 -1.963 -1.740 0.7437
C 3.906 -3.712 -1.166 -0.1713
O 3.609 -2.078 -3.268 -0.3654
O 4.992 -1.227 -1.350 -0.3776
H -4.949 1.165 -4.647 0.0559
H -2.012 1.430 -1.343 0.1153
H -2.120 -0.471 -1.225 0.0870
H -0.664 1.141 -3.593 0.0886
H -0.218 -0.584 -3.121 0.0798
H 0.053 1.310 -0.687 0.1043
H 0.760 2.200 -2.131 0.1329
H 4.032 0.635 -2.830 0.1190
H 2.934 2.123 -2.807 0.1300
H 3.266 0.220 -4.968 0.1216
H 1.606 -0.272 -4.310 0.1042
H 2.693 2.619 -5.335 0.0963
H 1.018 2.431 -4.479 0.0596
H -1.696 2.996 -8.985 0.1267
H -2.638 1.427 -8.596 0.1250
H -3.784 4.170 -8.981 0.1233
H -4.620 2.695 -8.048 0.1357
H -2.285 5.505 -7.733 0.1247
H -2.419 5.551 -5.802 0.1303
H -0.392 4.067 -7.487 0.1162
H -0.693 3.913 -5.589 0.1222
H 3.501 1.828 -0.757 0.1307
H 4.286 -1.982 1.058 0.1146
H 3.424 -1.291 2.538 0.1133
H 1.454 -3.340 1.800 0.0909
H 3.108 -4.191 1.431 0.0973
H 1.939 -3.586 3.916 0.0671
H 3.486 -4.257 3.586 0.0668
H 1.050 0.889 1.510 0.1347
H -0.022 -0.356 0.682 0.0924
H 1.369 -1.276 3.442 0.1362
H -0.696 1.053 2.959 0.0809
H 0.867 1.002 4.082 0.0920
H -0.687 0.025 4.568 0.0995
H -2.365 -1.060 3.475 0.1287
H -1.909 -0.635 1.681 0.1233
H -1.053 -4.252 1.387 0.0699
H -2.933 -6.228 0.726 0.0814
H -5.626 -5.766 1.013 0.0850
H -6.507 -3.282 1.926 0.0863
H -4.719 -1.423 2.539 0.0803
H -0.428 -1.717 -0.927 0.0095
H 0.977 -3.463 -0.296 0.0151
H 0.862 -3.987 -2.564 -0.0257
H 4.737 -3.825 -0.354 0.0929
H 2.968 -4.219 -0.742 0.0408
H 4.264 -4.371 -2.056 0.1041
C 6.446 1.211 5.419 -0.0188
C 5.223 0.369 5.716 -0.3419
C 3.961 0.920 5.122 -0.1195
O 2.968 0.441 6.012 0.0476
C 3.574 0.284 7.224 -0.5268
O 2.989 0.093 8.257 0.1515
O 4.931 0.375 7.110 0.0883
H 7.336 0.756 5.864 0.0868
H 6.607 1.313 4.343 0.0926
H 6.353 2.208 5.861 0.0922
H 5.393 -0.668 5.408 0.1622
H 3.780 0.550 4.110 0.1178
H 3.922 2.014 5.114 0.1450
C -4.365 3.043 3.682 -0.0192
C -5.240 1.984 4.319 -0.3446
C -5.156 1.961 5.817 -0.1086
O -5.447 0.604 6.121 0.0715
C -5.059 -0.127 5.036 -0.5285
O -4.964 -1.325 5.024 0.1487
O -4.790 0.680 3.970 0.0594
H -4.477 3.022 2.594 0.0882
H -4.625 4.042 4.040 0.0927
H -3.307 2.856 3.890 0.0872
H -6.275 2.091 3.976 0.1626
H -5.884 2.627 6.285 0.1436
H -4.159 2.197 6.203 0.1434
```

Record 3
Density functional theory data (wB97M-V/def2-TZVPD) for 11 unconnected molecules or ions with the total composition C34H95N13O16.

Calculated values
- energy above the lowest of the compared OMol25 structures with the same formula, charge and spin (kcal per mole) = 0.0
- SMILES = COCCNCCOC.COCCNCCOC.COCCNCCOC.COCCNCCOC.COCCNCCOC.NC(N)=O.NC(N)=O.NC(N)=O.NC(N)=O.O.O
- gap between HOMO and LUMO (eV) = 8.061
- total charge = 0
- E (a.u.) = -3267.9295

Geometry as XYZ:
```
158
Properties=species:S:1:pos:R:3:lowdin_charge:R:1
C 2.284 -0.789 -4.260 -0.1081
O 1.092 -1.431 -4.711 -0.2181
C 0.189 -0.622 -5.468 -0.1969
C 0.620 0.201 -6.712 -0.2224
N 0.828 -0.611 -7.906 -0.0450
C 2.010 -1.513 -7.762 -0.1764
C 2.885 -1.464 -9.003 -0.2360
O 3.267 -0.142 -9.352 -0.2211
C 4.185 -0.067 -10.437 -0.0955
H 2.125 0.250 -3.958 0.0921
H 2.993 -0.892 -5.083 0.0688
H 2.587 -1.368 -3.391 0.0777
H -0.222 0.043 -4.704 0.1116
H -0.553 -1.294 -5.898 0.1226
H 1.380 0.948 -6.448 0.1146
H -0.266 0.788 -6.974 0.1159
H 1.129 0.007 -8.654 0.0917
H 1.658 -2.544 -7.817 0.1214
H 2.657 -1.243 -6.929 0.0939
H 2.441 -1.910 -9.901 0.1241
H 3.827 -1.979 -8.765 0.1241
H 5.174 -0.299 -10.033 0.0871
H 4.087 0.951 -10.798 0.0883
H 3.965 -0.800 -11.218 0.0845
C 9.503 -0.171 2.363 -0.1087
O 9.389 -0.159 3.776 -0.1977
C 8.143 0.394 4.186 -0.2069
C 8.080 0.131 5.705 -0.1875
N 6.753 0.078 6.355 -0.0543
C 6.040 1.327 6.135 -0.2261
C 4.524 1.099 6.279 -0.2070
O 4.139 0.454 5.078 -0.2546
C 2.793 -0.037 5.102 -0.0906
H 9.790 0.789 1.928 0.0857
H 8.632 -0.635 1.893 0.0705
H 10.326 -0.853 2.134 0.0861
H 7.414 -0.285 3.726 0.0978
H 8.032 1.444 3.916 0.1222
H 8.630 0.928 6.216 0.1150
H 8.589 -0.778 6.022 0.1164
H 6.193 -0.619 5.867 0.0813
H 6.113 1.781 5.135 0.1116
H 6.425 2.128 6.773 0.1206
H 3.945 1.996 6.503 0.1248
H 4.430 0.349 7.076 0.1247
H 2.174 0.619 5.713 0.0943
H 2.784 -1.035 5.562 0.0842
H 2.502 -0.159 4.063 0.0626
C -0.816 3.720 -1.694 -0.1389
O -0.680 4.861 -2.494 -0.1814
C -1.187 4.625 -3.792 -0.2255
C -1.144 5.930 -4.575 -0.2336
N 0.197 6.466 -4.729 -0.0551
C 0.162 7.883 -5.040 -0.2145
C 0.034 8.859 -3.831 -0.2381
O 1.242 9.082 -3.156 -0.1808
C 1.991 10.124 -3.819 -0.0770
H -1.816 3.368 -1.419 0.0853
H -0.337 3.915 -0.732 0.0754
H -0.290 2.866 -2.142 0.0787
H -2.254 4.389 -3.691 0.1250
H -0.642 3.815 -4.290 0.1227
H -1.895 6.611 -4.146 0.1171
H -1.519 5.754 -5.592 0.1186
H 0.683 6.264 -3.861 0.1076
H -0.412 8.094 -5.945 0.1193
H 1.122 8.214 -5.470 0.0942
H -0.659 8.273 -3.222 0.1137
H -0.500 9.747 -4.178 0.1154
H 2.911 10.330 -3.281 0.0861
H 1.356 11.004 -3.919 0.0864
H 2.249 9.664 -4.776 0.0733
C 0.871 -0.616 -1.258 -0.0688
O 0.782 -1.021 0.119 -0.2123
C 1.054 -0.047 1.094 -0.2288
C 0.288 1.244 0.847 -0.2244
N -1.149 1.006 0.734 -0.0291
C -1.797 0.860 2.046 -0.2075
C -3.255 0.524 1.909 -0.2413
O -3.730 -0.008 3.122 -0.1978
C -4.945 -0.781 2.962 -0.0800
H -0.017 -0.010 -1.455 0.0874
H 0.826 -1.435 -1.971 0.0814
H 1.843 -0.120 -1.301 0.0956
H 2.118 0.232 1.125 0.1081
H 0.868 -0.432 2.098 0.0996
H 0.786 1.711 -0.010 0.0950
H 0.515 1.951 1.653 0.1197
H -1.145 0.062 0.350 0.0798
H -1.649 1.792 2.596 0.1019
H -1.304 0.085 2.640 0.0896
H -3.470 -0.121 1.044 0.1224
H -3.851 1.399 1.601 0.1212
H -4.872 -1.447 2.106 0.0883
H -5.782 -0.098 3.087 0.0762
H -4.940 -1.379 3.878 0.0758
C -1.520 -3.035 0.960 -0.0731
O -2.712 -3.755 0.637 -0.2566
C -2.400 -4.961 -0.109 -0.1968
C -3.528 -5.959 -0.024 -0.2190
N -4.784 -5.360 -0.498 -0.0147
C -5.851 -6.308 -0.094 -0.2368
C -7.205 -5.968 -0.680 -0.2215
O -7.303 -5.927 -2.090 -0.1974
C -6.683 -6.995 -2.796 -0.1069
H -1.890 -2.145 1.478 0.0829
H -1.122 -2.732 -0.010 0.0877
H -0.837 -3.562 1.628 0.0991
H -1.429 -5.355 0.215 0.1196
H -2.169 -4.599 -1.119 0.1283
H -3.588 -6.281 1.021 0.1113
H -3.193 -6.745 -0.703 0.1252
H -5.000 -4.551 0.081 0.0923
H -5.909 -6.304 1.000 0.1042
H -5.598 -7.356 -0.288 0.1110
H -7.486 -4.968 -0.339 0.1232
H -8.004 -6.645 -0.350 0.1216
H -7.097 -6.908 -3.800 0.0854
H -6.963 -7.989 -2.433 0.0861
H -5.614 -6.777 -2.779 0.0807
N -5.659 -4.303 4.635 0.1766
C -5.262 -4.194 3.338 -0.6490
N -3.931 -4.301 3.081 0.1862
O -6.040 -3.937 2.409 -0.0156
H -4.903 -4.408 5.284 0.0915
H -6.642 -4.336 4.814 0.1114
H -3.284 -4.353 3.851 0.0910
H -3.540 -4.004 2.177 0.0692
N 5.805 -2.482 3.691 0.1545
C 5.653 -1.793 2.508 -0.6723
N 4.550 -0.966 2.535 0.1673
O 6.411 -1.888 1.552 0.0218
H 4.979 -2.523 4.258 0.0856
H 6.495 -3.198 3.824 0.1079
H 4.384 -0.644 3.478 0.0449
H 4.385 -0.555 1.634 0.1006
N -1.306 5.417 3.576 0.1362
C -2.369 5.399 2.710 -0.6559
N -2.278 4.353 1.799 0.1583
O -3.341 6.118 2.876 0.0296
H -1.181 6.191 4.202 0.1010
H -0.462 4.991 3.229 0.0866
H -1.589 3.693 2.105 0.0470
H -3.080 3.984 1.324 0.0995
N -1.865 -1.812 5.567 0.1663
C -0.561 -1.882 5.143 -0.6563
N 0.175 -2.873 5.698 0.1595
O -0.107 -1.020 4.388 0.0086
H -2.199 -2.537 6.169 0.0857
H -2.292 -0.936 5.310 0.1063
H -0.209 -3.473 6.404 0.0929
H 1.048 -3.174 5.307 0.1025
O -7.704 -1.749 2.655 -0.0697
H -8.438 -2.062 3.191 0.0385
H -7.149 -2.544 2.500 -0.0023
O -7.168 0.777 0.814 -0.0661
H -7.367 1.704 0.982 0.0321
H -7.599 0.296 1.535 0.0028
```